16 unconnected molecules or ions with the total composition C32H40BCl60N6O11P3 in a non-equilibrium geometry. Source: OMol25; level of theory: ωB97M-V with the def2-TZVPD basis set.

Each line ends with the Löwdin charge.
Cartesian coordinates (Å):
Cl 0.4885 6.9119 -4.4531  0.48
Cl 10.6354 -1.4664 6.2458  0.53
Cl -2.8119 6.8734 5.9281  0.53
Cl 9.6358 -3.1693 4.1423  0.50
Cl 6.1002 -9.2158 -0.2824  0.51
Cl -3.9292 4.6517 0.2265  0.46
Cl -8.3028 0.3484 4.6194  0.52
Cl 8.3779 -3.2025 6.7400  0.47
Cl 2.9062 3.9859 -9.8227  0.53
Cl 5.5510 -4.6333 3.3156  0.59
Cl 1.3679 4.0604 -12.2660  0.53
Cl 0.3376 9.3662 -5.9814  0.48
Cl 3.5026 10.9173 -5.8886  0.51
Cl -1.3004 4.9474 -2.4560  0.51
Cl -13.9942 -0.1350 2.7196  0.51
Cl -3.6669 10.9098 1.5215  0.51
Cl -4.8906 3.0399 -7.2304  0.53
Cl 7.3641 -6.8657 3.5313  0.52
Cl -6.3993 4.6793 -1.2823  0.53
Cl -15.7229 2.1663 2.4956  0.52
Cl 4.7242 -7.0280 4.6964  0.53
Cl 7.9692 -6.3150 -0.1601  0.49
Cl -8.7460 0.1909 1.7695  0.52
Cl -5.8025 2.4716 0.4835  0.53
Cl 3.5373 -8.7347 0.9878  0.53
Cl -14.4767 1.5345 5.0229  0.51
Cl 10.8058 -5.9117 -0.4738  0.53
Cl -1.2551 5.2922 0.4062  0.50
Cl -8.4264 2.7620 3.0401  0.50
Cl -5.4959 13.1458 1.5393  0.52
Cl -2.7143 13.5498 2.2029  0.52
Cl -0.0519 6.8275 -7.2909  0.50
Cl -2.7618 4.6961 -6.1894  0.50
Cl 5.7103 10.0686 -7.5453  0.53
Cl 1.7848 6.4828 -10.7458  0.51
Cl -16.5867 -0.1475 3.9919  0.52
Cl -5.5646 6.4789 5.1461  0.53
Cl 0.0513 4.4122 -9.7188  0.46
Cl 3.0982 8.8933 -7.9119  0.49
Cl -4.0508 5.3988 -8.6709  0.53
Cl -3.7705 4.2241 5.2902  0.54
Cl -3.4753 12.9466 -0.5147  0.51
Cl 0.5887 9.6212 -2.9251  0.48
Cl 11.0197 -4.3246 6.3980  0.53
Cl 1.2116 4.8557 -1.0368  0.54
Cl 2.0446 11.7387 -1.6079  0.53
Cl 3.9751 -11.1079 -0.5983  0.52
Cl -2.3118 3.0989 -8.5397  0.50
Cl 3.7402 -8.5689 -1.9035  0.54
Cl 6.7198 -5.2964 5.8700  0.49
Cl 8.9463 -4.1976 -1.8720  0.53
Cl -0.5192 10.8876 -0.5824  0.51
Cl -10.8208 1.2124 3.4989  0.50
Cl -6.4517 5.0660 1.5817  0.49
Cl 9.2413 -4.0083 1.0053  0.51
Cl -3.4588 6.1925 3.1950  0.50
Cl 3.5686 11.6344 -8.6861  0.52
Cl -0.6858 2.6971 -0.7608  0.56
Cl -0.3706 12.3389 -3.0768  0.52
Cl -2.0550 7.8313 -5.4627  0.52
P 1.3610 -5.2415 -2.7217  0.93
P 3.6680 -4.0042 -1.1176  0.54
P -1.0466 -0.4340 2.5339  0.55
O 1.7734 -4.5992 -4.2082  -0.28
O 0.7987 -2.1067 -3.3681  0.12
O 4.2537 -1.9526 2.1831  0.13
O -0.4863 -5.9805 -0.0668  0.12
O -2.4540 -0.0353 2.4267  -0.26
O 4.8052 -3.5585 -0.2780  -0.29
O 3.9064 -5.6300 -1.1130  -0.26
O -0.0976 0.8683 2.7615  -0.22
O -0.7311 -1.4154 3.8028  -0.22
O 4.8721 0.1551 1.2791  0.15
O 3.9020 -3.3025 -2.5565  -0.11
N 2.1327 -3.9117 3.1036  0.10
N -2.5496 -5.1057 -0.2755  -0.16
N -0.0821 -4.1495 2.1438  0.13
N -0.0935 -6.1132 -3.0803  -0.15
N 1.1662 -1.5569 -1.2030  0.11
N 1.2569 -6.0121 2.6199  0.08
C 3.2094 -1.1532 -0.0978  -0.02
C 1.9160 -2.0266 0.0030  -0.29
C -0.3194 7.7380 -5.7978  -2.01
C 0.9773 -3.8168 -1.5375  -0.34
C 9.2373 -5.1017 -0.3761  -2.04
C -1.1042 -5.0646 -0.4806  -0.46
C 4.3420 -9.3846 -0.4481  -2.03
C -3.5082 4.0565 -7.6558  -2.03
C -1.2217 2.9885 2.6905  -0.12
C -2.7247 -2.7820 4.2773  -0.05
C 1.5283 4.7345 -10.6394  -2.04
C -0.5066 4.4444 -0.9619  -2.00
C -9.0745 1.1297 3.2324  -2.05
C 9.9221 -3.0415 5.8780  -2.03
C -15.1962 0.8543 3.5571  -2.06
C 2.0712 -4.6459 0.7823  -0.10
C 1.2958 -4.5859 2.1176  -0.60
C -3.8992 5.9418 4.8902  -2.04
C 3.9696 10.3773 -7.5084  -2.05
C -3.2312 -5.4522 -1.5351  -0.07
C -0.7127 1.8564 3.6152  -0.25
C 0.4363 11.1457 -2.0471  -2.03
C -0.4502 -1.2716 1.0108  -0.18
C 1.9854 -3.5638 -0.3315  -0.21
C 6.0915 -5.9546 4.3533  -2.01
C 0.9877 -2.4062 -2.2415  -0.52
C -3.0632 -3.8602 0.3121  -0.08
C -0.5643 -3.9116 -1.2916  -0.09
C -1.8453 -1.5715 4.6980  -0.27
C 1.0870 -1.4236 1.1719  -0.14
C -5.6471 4.2163 0.2515  -2.01
C -3.8389 12.6392 1.1866  -2.06
B 4.1179 -1.0165 1.1891  -0.65
H 4.7201 -3.6804 -2.9124  0.10
H 1.6833 -4.0870 3.9993  0.09
H -0.3443 3.4931 2.2873  0.04
H -1.4969 1.4675 4.2644  0.10
H 3.8328 -1.3913 -0.9649  0.11
H 2.1589 -5.3313 -4.7013  0.05
H 1.8419 -5.6023 0.3078  0.09
H -0.9526 -2.9431 -0.9671  0.10
H 0.8410 -6.6271 1.9264  0.06
H -2.4039 -3.0462 3.2667  0.04
H -4.1210 -4.0120 0.5363  0.09
H -2.5851 -5.4045 -2.4184  0.06
H 4.8603 -5.7959 -1.1182  0.06
H -3.7876 -2.5425 4.2711  0.08
H 1.3889 -0.3687 1.2523  0.11
H -1.0268 -4.0032 -2.2843  0.12
H 0.0972 2.2951 4.2068  0.12
H -1.4279 -1.8417 5.6742  0.11
H -0.2058 -6.2040 -4.0870  0.05
H -2.9901 -3.0130 -0.3909  0.09
H -2.5141 -3.6601 4.8932  0.08
H 1.2671 -1.8425 2.1644  0.09
H -4.0769 -4.7786 -1.7091  0.08
H -0.2485 -3.7747 3.0749  0.07
H 4.6221 -1.5514 2.9783  0.10
H 3.1243 -4.7593 1.0698  0.09
H -2.4315 -0.6671 4.8516  0.10
H 1.0146 -0.5660 -1.3032  0.15
H -0.7286 -0.5706 0.2202  0.09
H -1.0125 -2.1985 0.9779  0.04
H -3.6166 -6.4752 -1.4729  0.08
H -2.4974 -3.6571 1.2193  0.05
H 3.0374 -4.3588 3.1273  -0.01
H 5.0558 0.3703 2.1992  0.09
H 2.8495 -0.1342 -0.2939  0.12
H 2.1843 -6.3165 2.8889  0.03
H 0.0638 -7.0650 -2.7653  0.04
H -0.7024 -4.9494 2.0979  0.08
H -1.8884 3.6424 3.2503  0.02
H -1.7202 2.4834 1.8619  0.04

Atomic forces in eV per Å
0.058 -0.017 -0.279
-0.011 -0.048 -0.020
-0.040 -0.041 -0.035
-0.020 -0.046 0.076
-0.188 0.220 -0.092
-0.920 -0.250 -0.098
-0.021 0.015 -0.046
0.778 0.868 0.355
-0.057 0.037 -0.024
0.107 0.029 -0.114
-0.001 0.032 0.066
-0.231 -0.146 -0.383
0.027 -0.007 -0.041
-0.069 -0.094 0.142
-0.063 0.019 0.017
0.002 0.040 -0.007
0.076 0.039 -0.026
-0.042 0.047 0.052
0.031 0.000 0.065
0.022 -0.046 0.041
-0.059 -0.035 -0.050
-0.044 0.022 -0.036
-0.006 0.027 0.043
0.039 0.090 -0.002
0.113 0.073 -0.151
-0.008 -0.020 -0.048
-0.010 -0.008 -0.041
0.920 0.257 -0.155
-0.054 -0.129 0.024
0.061 -0.029 -0.005
-0.030 -0.041 -0.034
0.016 0.032 0.070
-0.120 -0.197 -0.030
-0.060 0.017 0.008
-0.007 -0.046 0.016
0.053 0.039 -0.011
0.050 -0.018 -0.019
0.364 0.111 -0.251
0.148 0.021 -0.069
0.036 -0.033 0.026
-0.039 0.047 -0.021
-0.057 0.020 0.048
0.055 0.258 0.619
-0.065 0.038 -0.037
-0.064 0.001 0.016
-0.050 -0.003 -0.029
-0.053 -0.097 0.090
-0.375 -0.170 0.167
0.250 -0.042 0.279
-0.494 -0.750 -0.587
0.001 -0.054 0.170
0.056 0.008 -0.030
0.072 -0.022 -0.009
0.053 0.050 -0.079
-0.090 0.065 -0.112
0.002 0.029 0.181
0.005 -0.039 0.044
-0.014 0.068 -0.024
0.018 -0.027 0.021
0.118 0.162 0.071
1.800 -1.447 0.253
2.902 0.289 1.821
0.473 0.158 -0.507
-0.937 0.179 0.603
-0.876 0.209 -2.077
-0.618 0.233 0.041
1.748 -1.412 0.336
-0.599 -0.188 0.178
-0.009 0.480 0.450
-1.090 0.585 -1.168
-0.400 -1.422 0.118
-0.418 0.942 -0.740
-0.808 0.003 0.111
-1.180 -1.041 0.024
-1.285 0.835 -0.060
0.367 0.802 -0.293
-0.037 0.980 0.018
0.067 0.240 -0.293
0.158 -0.045 0.194
-0.398 0.330 -0.057
0.292 -0.358 0.731
-0.739 1.630 -1.766
0.013 0.093 -0.110
-1.728 1.121 -1.308
0.017 -0.022 -0.066
-2.019 0.988 -0.439
-0.161 -0.234 -0.122
-0.012 -0.008 0.047
0.299 -1.390 0.517
0.637 0.480 -0.328
0.042 0.045 0.018
-0.012 0.016 -0.080
-0.011 0.066 0.037
-0.065 0.031 0.167
-0.018 -0.002 -0.009
-0.495 0.120 -0.143
1.062 -2.588 0.971
0.014 0.055 -0.005
-0.006 -0.039 -0.009
-0.340 -0.339 -0.030
0.486 1.734 -0.607
0.000 -0.085 0.065
0.790 0.691 1.521
0.535 -1.510 -1.297
-0.095 -0.092 0.069
0.854 -0.626 2.634
-0.031 -0.292 -0.606
0.189 0.220 0.047
-0.458 -1.486 1.125
-0.652 0.031 0.542
-0.024 -0.120 -0.045
0.006 0.018 -0.028
0.965 0.068 -0.198
-0.023 0.269 -0.138
0.217 0.048 0.101
-0.175 0.228 0.134
0.096 -0.206 -0.154
-0.149 -0.138 0.153
0.196 0.063 0.008
-0.166 0.277 -0.053
0.109 -0.261 0.492
0.212 -0.138 0.019
-0.385 0.016 -0.018
0.144 0.069 0.193
0.027 0.033 0.191
0.044 0.290 0.338
0.078 -0.103 0.020
0.403 -0.308 -0.094
0.080 -0.135 0.165
-0.123 -0.459 0.247
0.291 0.346 -0.197
-0.198 0.448 -0.022
-0.049 0.043 0.282
-0.194 0.160 0.074
0.431 -0.322 -0.321
0.104 -0.074 0.060
0.032 0.256 -0.121
0.144 -0.299 0.007
-0.205 0.245 0.181
0.134 0.056 -0.451
0.294 0.030 -0.359
-0.095 -0.261 -0.059
0.099 -0.003 -0.149
0.007 0.121 -0.051
-0.213 0.150 -0.003
0.128 0.152 -0.068
0.422 0.074 -0.131
0.019 -0.149 0.077
0.020 -0.220 -0.280
-0.092 0.085 0.305
0.256 -0.202 -0.171
0.079 0.190 -0.291
-0.372 0.376 0.119

The LUMO energy is 0.0 eV. The spin multiplicity is 1. As for the energy: -31059.9890 Ha. The value obtained for the HOMO-LUMO gap is 7.910 eV. Its total charge is 0.